(1)
Molecular formula: C7H49F3IO25P
Method: DFT, ωB97M-V with the def2-TZVPD basis set

XYZ file:
```
86
Properties=species:S:1:pos:R:3:forces:R:3
I 2.7168 3.1684 1.1612 0.01 0.00 -0.74
P 3.1931 1.5197 -0.6213 1.23 -0.29 0.09
F -3.5516 2.8127 -1.0515 -0.87 0.66 0.55
F -2.0322 2.5106 -2.5367 -0.38 0.70 -0.96
F -1.4395 2.9663 -0.5664 0.30 0.80 1.03
O 0.6669 1.0318 0.1492 0.70 0.05 0.45
O -2.6433 -4.8670 0.2031 -0.08 0.05 0.10
O -2.2881 -0.5694 7.8284 -0.05 0.01 0.07
O -1.4888 -0.7712 5.0214 -0.23 -0.04 -0.07
O -0.9563 -3.0447 -4.2036 0.03 -0.17 -0.33
O 4.7627 -4.7753 -4.3630 -0.16 -0.17 -0.06
O 1.5383 -0.0423 1.9930 -0.30 -0.04 1.09
O 0.8318 -1.1461 0.1254 1.35 0.45 0.82
O -3.6902 -1.8754 2.8889 0.03 0.24 0.36
O 3.9018 -4.0497 -1.6978 -0.12 -0.02 -0.10
O 4.8995 5.7134 1.5172 0.08 0.16 0.01
O 4.3919 1.8804 4.2991 -0.13 -0.32 -0.15
O 1.0372 -2.3833 4.0643 0.07 -0.01 0.07
O -3.5074 -1.6163 0.0970 0.01 -0.42 0.23
O 3.6957 2.5043 -1.8824 -0.95 -0.41 0.67
O -7.4886 0.3593 -5.0075 -0.03 0.00 -0.03
O 5.0465 -2.2650 3.2730 -0.14 0.04 -0.09
O 0.4960 0.4764 -5.2004 -0.01 -0.03 -0.09
O 4.0224 1.1361 7.0315 0.05 -0.08 -0.08
O -4.7626 1.0220 -3.3683 -0.01 -0.01 -0.03
O -7.3129 3.4487 -5.8673 -0.02 -0.02 0.07
O -0.3822 4.3429 -4.2512 -0.05 -0.06 0.02
O 3.9770 -1.9328 0.3181 -0.04 -0.06 -0.12
O -1.3507 0.3015 -1.9196 -0.01 -0.36 0.78
O 3.9296 4.3149 6.0896 -0.06 -0.10 0.00
C 1.3481 -0.7185 -1.1868 -0.66 -1.60 0.19
C -2.3530 2.3120 -1.2429 1.11 -2.59 -0.99
C -1.1162 -1.1073 -1.8569 0.52 -0.37 -0.99
C 0.3619 -1.2964 -2.2247 0.20 1.38 -0.35
C 1.0593 -0.0600 0.9189 -1.26 -0.08 -1.91
C -2.2922 0.7700 -1.0070 -0.33 1.57 0.19
C 1.4669 0.8235 -1.0354 -0.72 0.16 -0.68
H -8.3958 0.0401 -5.0034 -0.04 0.06 0.03
H 2.2877 -1.2728 -1.2494 0.18 0.56 -0.48
H -3.3061 -1.9353 0.9918 -0.19 0.17 -0.05
H -0.6230 -3.8487 -4.6159 -0.07 -0.05 0.02
H -4.2411 1.7895 -3.1146 0.03 0.02 -0.07
H -4.2713 -2.3062 3.5253 0.03 -0.16 -0.06
H 4.9913 6.6665 1.4242 -0.02 0.03 0.05
H -3.4322 -5.4163 0.2017 0.02 -0.06 -0.02
H -4.4292 -1.3442 0.1476 -0.03 -0.08 -0.02
H 4.3602 2.7952 3.9937 0.15 0.04 0.17
H -1.9595 -1.2081 4.3045 0.10 -0.19 -0.12
H -1.7100 -1.5764 -2.6466 -0.04 -0.05 0.24
H -3.7709 -0.9354 3.0924 -0.05 0.03 -0.11
H -2.0097 0.6503 0.0457 0.08 -0.31 -0.13
H -2.1278 -0.7399 5.7476 0.28 0.08 0.23
H 0.8476 -1.5698 3.5831 0.13 0.02 -0.04
H 3.8709 3.4318 6.4818 0.06 -0.02 -0.01
H 1.0339 1.2259 -1.9624 -0.21 0.51 0.61
H 3.9015 -3.2027 -1.2258 0.09 -0.08 0.22
H 4.6100 -4.5485 -1.2801 0.02 0.01 0.04
H 4.5947 -3.9466 -4.8177 0.04 0.04 -0.01
H -5.3339 1.3465 -4.0723 -0.10 -0.02 0.04
H 0.6189 -2.3250 -2.4712 -0.15 -0.03 0.38
H -2.9832 -3.9652 0.1827 0.03 0.06 -0.18
H 3.4351 0.3780 7.0941 -0.04 0.01 0.08
H -7.4160 2.5761 -5.4709 0.04 -0.15 -0.04
H -2.3056 0.2819 8.2765 -0.05 0.05 -0.05
H 5.6178 5.3534 0.9878 -0.03 -0.10 -0.01
H 3.0563 -1.6874 0.4406 -0.14 -0.06 0.23
H -0.9908 3.9243 -3.6319 0.05 -0.04 -0.01
H 3.5433 2.0826 -2.7355 -0.01 0.02 -0.18
H -0.3523 -2.3587 -4.5056 0.03 0.00 -0.01
H 3.5653 1.4989 3.9801 0.02 0.05 -0.15
H -0.3020 0.0728 -5.5571 -0.05 0.05 0.01
H -1.5754 -1.0497 8.2610 0.02 -0.07 -0.07
H -0.4284 5.2785 -4.0359 0.05 0.04 -0.04
H -1.4022 -1.5749 -0.9188 0.14 0.32 0.17
H 4.3985 1.0807 6.1385 -0.05 0.29 0.05
H -3.3014 0.3831 -1.1533 0.12 -0.14 -0.19
H 0.4392 1.3950 -5.4862 0.02 0.06 0.08
H 0.4723 -2.3272 4.8420 -0.10 0.08 -0.04
H 4.2399 -2.2502 1.1926 0.24 -0.03 0.19
H 4.4766 -2.6887 3.9245 -0.06 -0.04 -0.07
H 4.9755 -1.3246 3.4709 0.07 0.04 -0.04
H -6.9563 -0.4417 -5.0490 0.11 0.05 0.01
H 4.2187 -4.7192 -3.5623 0.18 0.20 0.01
H -8.1684 3.6325 -6.2644 0.00 0.05 -0.04
H 0.5072 -0.7006 -3.1508 0.04 -0.34 0.31
H 3.0421 4.4861 5.7621 -0.03 0.06 0.03
```
Positions in Å, forces in eV/Å.

Atomic partial charges in e from the Mulliken method, atoms 1 to 6: I -0.21; P 0.14; F -0.28; F -0.28; F -0.25; O -0.03

=====

(2)
Molecular formula: C13H31NO6PS
Method: DFT, ωB97M-V with the def2-TZVPD basis set

XYZ file:
```
53
Properties=species:S:1:pos:R:3:forces:R:3
S -6.4081 -0.5938 -0.4019 -0.08 -0.12 -0.24
P -5.7941 0.9880 -1.4586 0.25 -0.05 0.64
O 2.5076 -3.1472 1.3632 -0.07 -0.04 -0.09
O 1.0735 2.9718 -0.0372 0.12 -0.08 0.02
O 1.9255 -6.0295 1.1647 0.05 -0.03 -0.01
O 3.3513 4.1366 1.4205 0.03 0.00 -0.05
O -2.6011 -1.6155 -2.1515 0.22 -0.30 0.01
O -0.4841 -1.6825 -1.5116 -1.13 0.61 -0.49
N -4.8546 2.4470 0.5166 0.42 -0.39 0.13
C -2.4240 1.3850 -2.1187 0.39 -0.27 0.00
C 1.0072 4.1164 0.7910 -0.15 0.00 -0.21
C 2.6510 -6.0653 -0.0470 -0.02 0.02 -0.02
C -3.2087 1.2381 -0.8268 -0.56 0.43 -0.33
C 2.6272 -5.4043 2.2252 -0.18 -0.14 0.07
C 2.3133 4.8745 0.7938 0.05 0.06 0.22
C -1.4222 -1.0213 -1.9403 1.32 -0.80 0.45
C 1.2220 1.7578 0.6809 -0.08 -0.03 -0.04
C -4.5193 2.0387 -0.8775 -0.38 -0.16 -0.16
C 2.1618 -3.9840 2.4478 0.18 0.19 0.00
C 1.4115 -2.8530 0.4977 0.09 0.04 0.07
C 4.2280 3.5140 0.5030 -0.01 -0.02 0.02
C -1.2474 0.4217 -2.3310 -0.54 0.11 0.40
H -1.9993 2.3780 -2.0965 0.08 0.42 -0.19
H 0.3043 1.5227 1.2296 0.03 -0.02 0.04
H -6.9314 1.7670 -1.7289 0.06 0.15 -0.23
H 1.8051 -2.3369 -0.3723 0.02 0.03 0.00
H 2.6584 -3.5891 3.3418 -0.03 -0.03 0.03
H -0.9708 0.4164 -3.3769 0.18 -0.02 -0.40
H 2.1860 5.8043 1.3582 -0.01 -0.01 -0.02
H 3.0143 -5.0735 -0.3265 0.03 -0.01 -0.01
H 3.4998 -6.7563 0.0286 0.03 0.04 -0.01
H -2.6368 1.6781 -0.0239 0.35 -0.03 0.39
H 1.9754 -6.4236 -0.8211 -0.03 -0.02 0.01
H -3.3999 0.2013 -0.5540 0.23 -0.41 0.24
H -0.3910 0.7655 -1.7772 0.41 0.09 0.20
H -5.8305 2.6576 0.6241 -0.35 0.16 0.06
H 0.2217 4.7664 0.3916 0.00 0.01 0.03
H -4.3312 3.2747 0.7486 -0.03 0.41 -0.04
H 4.8871 2.8610 1.0720 0.01 0.01 0.04
H -3.0761 1.3873 -2.9811 -0.40 -0.18 -0.24
H 3.7044 -5.4150 2.0321 0.04 0.01 -0.01
H 1.4023 0.9669 -0.0447 -0.03 0.00 -0.03
H 0.6922 -2.1968 0.9938 -0.05 -0.03 -0.02
H 0.9022 -3.7595 0.1682 -0.03 0.00 0.01
H -5.3408 0.5847 -2.7306 -0.08 0.13 -0.13
H -3.2902 -0.9687 -2.3206 -0.30 0.28 -0.03
H 3.6828 2.9149 -0.2303 0.01 0.01 -0.02
H 2.0637 1.8000 1.3772 -0.01 0.02 0.02
H 2.5935 5.1346 -0.2311 0.00 0.00 -0.04
H 4.8376 4.2607 -0.0197 -0.01 -0.02 -0.04
H 0.7305 3.8398 1.8122 0.01 0.00 0.04
H 2.4380 -5.9899 3.1316 0.01 0.02 0.00
H 1.0825 -3.9658 2.6233 -0.04 -0.03 0.00
```
Positions in Å, forces in eV/Å.

Values from the calculation:
- Charge: -1

Atomic partial charges in e from the Mulliken method, atoms 1 to 6: S -0.54; P -0.12; O -0.39; O -0.32; O -0.37; O -0.37

=====

(3)
Molecular formula: C22H27N3NaO5PS
Method: DFT, ωB97M-V with the def2-TZVPD basis set

XYZ file:
```
60
Properties=species:S:1:pos:R:3:forces:R:3
S -0.0295 -5.3149 -1.1533 0.04 0.03 -0.06
P 0.5488 1.9978 -0.5733 0.21 -0.09 -0.04
Na -0.3034 -0.8590 -0.7995 -1.61 -0.22 -0.40
O -0.1134 -5.1574 0.3144 0.13 0.04 0.14
O 1.3058 -5.0153 -1.6433 0.03 -0.02 0.04
O 2.6196 -0.3586 1.2383 0.18 0.09 0.02
O -0.6538 -6.5165 -1.6439 0.04 0.04 0.03
O 1.6723 -0.9559 -0.6911 1.33 0.05 0.35
N 1.7185 -3.1764 1.0338 0.19 0.31 0.11
N -0.8189 -1.3425 1.5237 0.21 -0.12 0.14
N -3.1892 -0.5297 -2.8223 -0.05 -0.05 -0.01
C -1.9629 2.1393 2.6203 0.01 0.00 -0.03
C 2.2723 1.3288 -0.4170 -0.10 0.06 0.02
C 1.0926 -2.7415 2.3130 0.07 0.13 -0.02
C 0.2445 1.9625 3.5547 -0.02 -0.01 0.01
C -1.3150 -2.0345 -3.1606 -0.04 0.18 -0.05
C -1.0239 -3.9526 -1.7421 -0.18 -0.07 0.20
C 0.8978 4.7715 -0.0385 0.01 0.02 0.01
C -2.5172 -1.7228 -2.5250 -0.04 0.08 0.01
C -2.9877 -2.5699 -1.5170 0.09 0.02 0.04
C -2.2444 -3.6746 -1.1337 0.01 0.05 0.00
C 0.7933 1.9694 2.2792 0.02 -0.01 -0.03
C -0.5785 -3.1429 -2.7685 0.21 0.03 -0.06
C -0.0327 2.0561 1.1590 -0.03 0.02 0.00
C 1.5650 6.3481 -1.7302 0.00 -0.01 -0.01
C 1.5931 5.3250 -2.6693 0.00 0.01 0.01
C 0.9272 3.7406 -0.9719 -0.07 0.01 0.00
C 2.2155 -0.1040 0.1006 -0.02 -0.20 -0.12
C 1.2661 4.0322 -2.2937 -0.01 0.00 0.00
C 1.2130 6.0697 -0.4186 0.00 -0.01 0.01
C -0.4121 -2.6030 2.1902 -0.19 0.08 0.06
C -1.1305 2.0512 3.7278 0.01 -0.01 0.02
C -1.4149 2.1302 1.3453 -0.02 0.03 0.03
H -1.8156 -1.2136 1.6645 -0.02 -0.03 -0.07
H -3.9293 -2.3463 -1.0274 0.00 -0.02 -0.01
H 0.3730 -3.3699 -3.2321 -0.01 0.01 -0.01
H -3.0539 -0.1932 -3.7631 0.02 0.00 0.00
H -4.1654 -0.5289 -2.5703 -0.01 -0.01 -0.02
H -2.5968 -4.3240 -0.3418 -0.01 0.01 0.00
H 1.2710 3.2409 -3.0358 0.00 0.00 0.01
H 2.6630 1.3278 -1.4358 0.04 0.01 0.01
H -0.9489 -1.3914 -3.9538 0.00 -0.01 -0.01
H 1.5588 -1.7967 2.5920 0.02 -0.07 0.02
H -0.8070 -3.4527 1.6325 -0.03 0.03 -0.03
H 1.2185 -4.0072 0.6915 -0.45 -0.47 -0.42
H 0.8955 1.8849 4.4161 0.00 0.00 0.00
H 1.8601 5.5369 -3.6966 0.00 0.00 0.00
H 1.8633 1.8658 2.1616 -0.01 0.01 0.01
H -0.3812 -0.5608 2.0095 0.00 0.01 0.00
H 1.3228 -3.4958 3.0624 -0.02 -0.05 -0.01
H 0.6279 4.5658 0.9898 0.00 -0.01 0.00
H 1.7107 -2.4049 0.3145 0.01 -0.06 0.07
H -2.0664 2.1805 0.4787 0.00 0.00 0.00
H 1.1848 6.8644 0.3159 0.00 0.00 0.00
H 1.8123 7.3602 -2.0230 0.00 0.00 0.00
H -0.8182 -2.6619 3.2047 0.01 0.03 0.03
H -1.5526 2.0472 4.7246 0.00 0.00 0.00
H -3.0356 2.2079 2.7485 0.00 0.00 0.00
H 2.6902 -3.4392 1.1716 0.07 0.14 0.00
H 2.9020 1.9537 0.2134 0.00 0.01 0.01
```
Positions in Å, forces in eV/Å.

Values from the calculation:
- Energy relative to the best compared isomer or geometry (same formula, charge and spin): 0.0000 eV

Atomic partial charges in e from the Mulliken method, atoms 1 to 6: S 1.29; P 0.01; Na 0.90; O -0.82; O -0.69; O -0.71

=====

(4)
Molecular formula: C13H34O13
Method: DFT, ωB97M-V with the def2-TZVPD basis set

XYZ file:
```
60
Properties=species:S:1:pos:R:3:forces:R:3
O 6.9217 -2.7122 -2.6591 -0.26 -0.03 -0.30
O -3.0258 -0.8721 1.6413 0.63 -0.69 0.45
O -1.8631 2.3826 -1.7223 -0.32 -0.08 0.07
O -3.4046 3.3663 -3.0645 0.33 0.17 -0.25
O 1.4007 -4.1564 3.5942 -0.36 -0.50 0.20
O -3.0983 1.5321 0.6863 0.30 0.00 -0.51
O -1.4282 4.2199 -2.9282 -0.23 0.27 -0.21
O 2.2495 -2.2011 3.7796 -0.10 -0.01 -0.05
O 0.9394 -2.6483 1.9842 -0.26 0.12 -0.20
O 3.5021 0.4034 -0.8400 -0.06 0.04 -0.44
O 1.3652 0.2566 -0.6917 -0.07 -0.04 -0.48
O -3.6359 -1.7906 -0.9670 -0.36 -0.31 -0.23
O 2.4460 1.6000 0.7549 -0.05 0.53 0.35
C 0.1661 0.4202 0.0522 -0.86 0.27 0.37
C -4.1550 2.3477 1.1006 -0.76 0.72 0.44
C 0.4743 -5.0596 2.9736 -0.02 -0.01 -0.35
C 1.4673 -2.9671 3.0136 0.47 0.21 0.22
C -2.2079 -1.0371 2.8034 -0.82 0.08 0.11
C -2.8082 -1.0858 -1.8712 -0.01 -0.23 0.95
C 2.4322 0.8554 -0.1825 -0.03 -0.70 0.14
C 2.3895 -0.8376 3.3887 -0.05 0.58 0.46
C 4.7439 0.9747 -0.4981 1.38 -0.25 0.87
C -4.2747 2.2524 -2.9458 -0.53 -0.69 0.01
C -0.1800 4.3702 -2.2570 0.64 0.27 0.04
C 5.6603 -2.0369 -2.6724 0.47 0.19 0.14
C -2.2098 3.2430 -2.5014 0.22 0.02 0.04
H 1.9233 -0.6340 2.4349 0.17 -0.13 -0.25
H 5.4956 0.1853 -0.3838 -0.34 -0.18 -0.40
H 4.8642 -2.6626 -3.0715 -0.11 -0.04 0.18
H 5.1168 1.6553 -1.2588 -0.32 0.17 -0.09
H -2.8331 1.7394 -0.2265 0.14 0.08 0.19
H 0.8958 -5.4435 2.0448 -0.04 0.07 -0.02
H -0.4602 -4.5457 2.7578 0.01 -0.02 -0.03
H -3.1569 -1.3086 -2.8772 0.05 0.05 -0.06
H -1.9091 -2.0785 2.9044 0.05 -0.03 -0.25
H 5.7282 -1.1534 -3.3086 0.14 -0.04 -0.03
H 3.4479 -0.5876 3.4047 0.01 -0.11 -0.25
H 0.2472 -0.1038 1.0006 0.04 0.07 0.12
H 0.2893 -5.8885 3.6474 0.20 0.11 0.24
H 6.7339 -3.6534 -2.6680 0.16 -0.02 0.04
H -0.1087 1.4650 0.1935 0.41 0.07 0.16
H 1.9028 -0.1958 4.1307 -0.02 -0.24 0.01
H -3.3197 -1.6965 -0.0540 0.08 0.24 -0.07
H -4.6275 2.1235 -1.9227 0.08 0.02 0.01
H -1.7696 -1.4127 -1.7492 0.04 0.11 -0.33
H -2.8688 -0.0116 -1.6707 0.14 0.02 -0.26
H -4.8279 2.6516 0.2910 0.21 -0.07 -0.09
H -2.8063 -0.7930 3.6908 0.17 0.04 0.02
H -4.7850 1.8190 1.8192 0.20 -0.19 -0.02
H -1.3162 -0.4102 2.8057 0.06 0.04 -0.18
H -3.7925 3.2543 1.6004 0.03 -0.05 -0.12
H -3.8147 1.3232 -3.2847 0.24 0.15 0.13
H 4.7519 1.4350 0.4901 -0.47 0.35 -0.22
H -2.9893 0.0530 1.3445 -0.04 0.09 -0.04
H 5.4547 -1.6996 -1.6564 -0.43 -0.09 -0.05
H -0.6736 -0.0011 -0.4914 0.38 -0.32 -0.33
H -5.1294 2.4289 -3.5936 0.06 0.31 0.05
H -0.3367 4.6936 -1.2283 -0.01 -0.29 0.04
H 0.3705 5.1597 -2.7669 -0.31 0.02 -0.15
H 0.4359 3.4738 -2.3199 -0.28 -0.15 0.20
```
Positions in Å, forces in eV/Å.

Values from the calculation:
- SMILES string: COC(=O)OC.COC(=O)OC.COC(=O)OC.CO.CO.CO.CO

Atomic partial charges in e from the Mulliken method, atoms 1 to 6: O -0.54; O -0.53; O -0.40; O -0.36; O -0.35; O -0.56

=====

The evaluated DFT total energy for the records listed, in turn: -84784.0044 -47880.6505 -62503.7030 -40648.2616 eV.